Below is a structure of composition C29H44BN7OPdS3 at a distorted geometry, with properties calculated with ωB97M-V with the def2-TZVPD basis set.

Calculated values
E_HOMO (spin up / spin down) ... -0.49030 / -0.50800 Ha

```
! RIJCOSX wB97M-V def2-TZVPD def2/J DEFGRID3
* xyz 2 3
Pd 0.158 0.342 -0.153
C 3.690 -2.604 -1.703
C 2.223 -2.814 -1.769
C 1.631 -3.624 -2.704
C 0.226 -3.687 -2.779
N -0.524 -2.998 -1.949
N 0.012 -2.235 -1.027
B -0.867 -1.415 -0.056
N -0.787 -1.994 1.378
N -1.030 -3.302 1.409
C -0.944 -3.976 2.524
C -0.574 -3.327 3.730
C -0.313 -1.984 3.727
C 0.130 -1.253 4.939
C -0.433 -1.289 2.484
S -0.089 0.377 2.445
C -1.227 -5.455 2.511
C 0.027 -6.206 2.983
C -2.381 -5.728 3.487
C -1.605 -5.930 1.110
N -2.326 -1.172 -0.532
N -3.063 -2.220 -0.854
C -4.339 -2.089 -1.141
C -4.963 -0.822 -1.063
C -4.223 0.286 -0.750
C -4.818 1.640 -0.660
C -2.835 0.088 -0.504
S -1.856 1.441 -0.164
C -5.109 -3.325 -1.550
C -4.501 -3.841 -2.859
C -4.922 -4.378 -0.451
C -6.600 -3.066 -1.763
C 1.360 -2.092 -0.903
S 2.023 -1.000 0.232
C -0.491 -4.541 -3.795
C -1.451 -3.641 -4.585
C 0.456 -5.229 -4.779
C -1.248 -5.614 -2.994
H 4.196 -3.165 -2.484
H 3.914 -1.544 -1.825
H 4.089 -2.897 -0.732
H 2.241 -4.174 -3.400
H -0.480 -3.892 4.643
H 0.150 -1.904 5.807
H 1.130 -0.850 4.784
H -0.523 -0.407 5.146
H 0.305 -5.934 3.997
H -0.168 -7.274 2.966
H 0.871 -6.001 2.328
H -2.116 -5.460 4.506
H -3.269 -5.167 3.206
H -2.621 -6.786 3.470
H -0.804 -5.731 0.404
H -1.802 -6.998 1.126
H -2.501 -5.420 0.773
H -6.016 -0.712 -1.252
H -5.851 1.628 -0.996
H -4.792 1.991 0.371
H -4.256 2.358 -1.254
H -3.451 -4.053 -2.712
H -5.005 -4.755 -3.157
H -4.613 -3.110 -3.657
H -3.863 -4.548 -0.290
H -5.371 -4.047 0.483
H -5.391 -5.310 -0.752
H -6.777 -2.381 -2.588
H -7.079 -4.008 -2.015
H -7.080 -2.683 -0.868
H -0.888 -2.997 -5.257
H -2.123 -4.252 -5.180
H -2.034 -3.022 -3.914
H 1.039 -4.509 -5.347
H 1.127 -5.919 -4.275
H -0.137 -5.803 -5.484
H -1.797 -5.168 -2.170
H -1.939 -6.144 -3.642
H -0.545 -6.332 -2.577
C 1.120 0.526 -4.787
C 0.133 0.128 -3.735
N -1.076 -0.248 -4.166
O 0.420 0.122 -2.534
H 0.724 0.421 -5.792
H 2.019 -0.076 -4.685
H 1.408 1.561 -4.620
H -1.317 -0.232 -5.143
H -1.790 -0.524 -3.509
*
```

Atomic partial charges in e from the Mulliken method, atoms 1 to 5: Pd -0.94; C -2.04; C 0.21; C -0.78; C -0.22

---

Below is a structure of composition C29H44Br4GeN4O3STi at a distorted geometry, with properties calculated with ωB97M-V with the def2-TZVPD basis set.

Calculated values
Energy relative to the best compared isomer or geometry (same formula, charge and spin) ... 202.7 kJ/mol
E_HOMO (spin up / spin down) ... 0.00843 / -0.04947 Ha

```
! RIJCOSX wB97M-V def2-TZVPD def2/J DEFGRID3
* xyz -2 3
Ti 0.979 -0.827 -0.603
Br 4.846 -0.754 5.231
C 4.329 -0.627 3.415
C 5.267 -0.475 2.410
Br 7.111 -0.391 2.828
C 4.860 -0.386 1.072
Br 6.085 -0.186 -0.357
C 3.507 -0.444 0.700
O 3.075 -0.368 -0.506
C 2.542 -0.598 1.753
O 1.277 -0.636 1.397
C 2.968 -0.686 3.066
Br 1.602 -0.901 4.373
C -3.219 0.503 4.499
C -3.736 0.434 3.067
C -2.810 1.099 2.052
C -1.399 0.527 2.021
N -1.388 -0.922 1.817
C -1.562 -1.414 0.522
S -1.604 -0.460 -0.863
N -1.806 -2.736 0.500
C -1.949 -3.525 -0.711
C -3.339 -3.458 -1.339
C -4.485 -4.007 -0.487
C -4.988 -3.045 0.586
H -3.944 0.098 5.210
H -3.008 1.535 4.793
H -2.296 -0.067 4.615
H -4.722 0.907 3.012
H -3.880 -0.613 2.787
H -2.725 2.169 2.275
H -3.248 1.028 1.054
H -0.894 0.703 2.972
H -0.809 1.039 1.258
H -0.525 -1.295 2.214
H -1.719 -3.208 1.386
H -1.720 -4.560 -0.442
H -1.179 -3.203 -1.419
H -3.277 -4.025 -2.273
H -3.552 -2.425 -1.623
H -4.174 -4.953 -0.025
H -5.325 -4.259 -1.142
H -4.215 -2.800 1.314
H -5.841 -3.461 1.127
H -5.306 -2.102 0.135
C 1.651 4.381 1.582
C 1.616 4.853 0.136
N 0.261 5.032 -0.369
C -0.413 6.218 0.131
C -1.744 5.879 0.788
C -0.019 4.705 -1.736
O -0.589 5.546 -2.460
C 0.333 3.395 -2.175
C 0.266 3.021 -3.563
C 0.652 1.754 -3.934
C 1.091 0.849 -2.970
N 0.985 1.137 -1.638
C 0.623 2.339 -1.269
H 2.681 4.268 1.926
H 1.152 3.417 1.688
H 1.150 5.089 2.248
H 2.133 4.133 -0.495
H 2.173 5.801 0.043
H -0.582 6.912 -0.697
H 0.247 6.711 0.850
H -2.400 5.396 0.061
H -2.246 6.779 1.156
H -1.605 5.189 1.622
H -0.090 3.749 -4.279
H 0.624 1.447 -4.974
H 1.388 -0.165 -3.204
H 0.497 2.489 -0.202
C 4.037 -3.960 -1.994
Ge 2.184 -3.493 -2.505
C 2.366 -2.451 -4.168
C 1.416 -5.233 -3.091
C 1.182 -2.609 -1.178
H 4.485 -4.661 -2.703
H 4.047 -4.406 -0.997
H 4.643 -3.053 -1.942
H 2.880 -3.041 -4.931
H 2.955 -1.552 -3.978
H 1.392 -2.147 -4.557
H 2.033 -5.685 -3.873
H 0.403 -5.101 -3.479
H 1.361 -5.923 -2.245
H 0.976 -3.239 -0.294
*
```

Atomic partial charges in e from the Mulliken method, atoms 1 to 5: Ti -0.20; Br -0.25; C 0.11; C 0.27; Br -0.24

---

Below is a cluster of 3 separate species, C29H44ClF2N2O9P2 in total at a distorted geometry, with properties calculated with ωB97M-V with the def2-TZVPD basis set.

Calculated values
E_HOMO ... -0.39380 Ha

```
! RIJCOSX wB97M-V def2-TZVPD def2/J DEFGRID3
* xyz 1 1
C 5.032 2.373 -1.116
C 3.622 1.785 -1.756
C 2.429 1.636 -0.594
N 1.636 0.372 -0.795
C 1.574 -0.499 0.470
C 3.043 -0.962 0.985
O 3.136 -1.463 2.364
O 4.374 -1.435 2.771
C 0.548 0.374 1.397
P 1.150 1.044 3.117
O 2.708 1.457 3.091
O 0.747 -0.048 4.415
O 0.302 2.561 3.487
N -0.805 -0.362 1.530
P -2.268 0.716 1.449
O -2.480 1.558 2.786
C -0.764 -1.305 0.307
C -2.026 -2.358 0.211
C -3.007 -2.133 -1.087
O -3.575 -0.782 -1.209
C -4.632 -0.706 -2.229
C -5.255 0.816 -2.537
O -5.109 -1.716 -2.962
C 0.768 -1.877 -0.046
C 0.995 -3.268 0.794
C 0.455 -3.200 2.376
O -0.288 -4.197 2.887
C 0.846 -1.987 -1.714
C 0.333 -3.452 -2.292
C 1.583 -4.561 -2.355
Cl 2.863 -4.153 -3.639
H 5.514 3.118 -1.907
H 5.827 1.542 -0.891
H 4.791 3.030 -0.151
H 3.269 2.603 -2.547
H 3.761 0.790 -2.363
H 2.865 1.787 0.486
H 1.704 2.563 -0.794
H 0.661 0.709 -1.056
H 3.369 -1.878 0.290
H 3.910 -0.174 0.868
H 4.474 -0.921 3.631
H 0.137 1.400 0.941
H -0.254 0.057 4.595
H 0.144 3.046 2.622
H -0.951 -0.793 2.473
H -3.483 -0.098 1.310
H -2.048 1.560 0.272
H -1.063 -0.524 -0.545
H -1.727 -3.489 0.233
H -2.692 -2.165 1.173
H -2.426 -2.510 -2.031
H -3.934 -2.868 -0.929
H -6.403 0.797 -2.764
H -4.649 1.350 -3.411
H -5.026 1.468 -1.566
H 0.445 -4.209 0.356
H 2.140 -3.593 0.890
H 0.748 -2.287 3.056
H 1.968 -1.884 -2.110
H 0.119 -1.200 -2.243
H -0.101 -3.302 -3.377
H -0.532 -3.855 -1.613
H 1.093 -5.588 -2.683
H 2.090 -4.740 -1.316
F 6.333 0.021 5.171
C 6.017 1.130 5.854
C 6.524 1.311 7.136
C 6.200 2.467 7.846
C 5.363 3.425 7.269
C 4.855 3.232 5.983
C 5.188 2.081 5.270
H 7.166 0.552 7.571
H 6.597 2.622 8.846
H 5.107 4.325 7.824
H 4.200 3.977 5.538
H 4.810 1.919 4.266
F -7.160 2.363 -3.904
C -7.330 1.975 -5.175
C -7.999 0.786 -5.443
C -8.181 0.384 -6.766
C -7.682 1.172 -7.807
C -7.008 2.361 -7.527
C -6.836 2.768 -6.204
H -8.372 0.183 -4.622
H -8.709 -0.540 -6.987
H -7.821 0.856 -8.839
H -6.617 2.970 -8.338
H -6.323 3.694 -5.969
*
```

Atomic partial charges in e from the Mulliken method, atoms 1 to 5: C -0.94; C -0.40; C -0.32; N -0.27; C 1.28

---

Below is a cluster of 2 separate species, C29H44F10N3O10S in total at a distorted geometry, with properties calculated with ωB97M-V with the def2-TZVPD basis set.

Calculated values
E_HOMO ... -0.43591 Ha

```
! RIJCOSX wB97M-V def2-TZVPD def2/J DEFGRID3
* xyz 1 1
C 3.927 -2.346 -0.540
C 2.902 -1.700 -1.493
C 3.110 -0.183 -1.653
F 4.117 0.258 -0.849
N 1.904 0.693 -1.553
C 0.900 0.310 -2.630
C 0.620 1.562 -3.462
N 1.824 1.746 -4.330
C -0.290 -0.544 -2.166
C -1.705 -0.022 -2.552
C -2.371 -0.686 -3.765
C -1.736 -0.420 -5.127
O -1.967 -1.555 -5.964
O -0.103 -1.787 -2.911
N -0.508 -2.960 -2.195
O -0.035 -3.894 -2.689
O -0.317 -0.952 -0.809
C 0.257 -0.214 0.215
C 0.991 -1.233 1.153
C 0.819 -1.006 2.665
C -0.388 -1.692 3.290
O -1.299 -0.729 3.805
O -0.685 0.471 1.043
C -2.015 0.121 0.880
O -2.476 -0.984 1.026
C -2.905 1.285 0.554
C -2.545 2.592 0.765
C -3.436 3.575 0.475
C -4.673 3.300 -0.012
C -5.039 1.994 -0.234
C -4.146 1.010 0.057
C 1.244 0.934 -0.249
O 0.399 2.044 -0.538
C 2.140 1.398 0.895
C 3.035 2.603 0.512
C 4.093 2.832 1.603
F 4.880 1.740 1.645
F 3.429 2.995 2.756
C 4.886 4.111 1.235
F 5.152 4.159 -0.070
F 4.089 5.155 1.499
S 6.521 4.357 2.169
F 5.987 5.653 2.887
F 7.053 5.296 1.002
F 7.128 3.120 1.401
F 6.011 3.461 3.352
F 7.889 4.531 2.912
H 3.931 -1.892 0.446
H 4.915 -2.217 -0.971
H 3.682 -3.399 -0.475
H 1.891 -1.995 -1.227
H 3.099 -2.161 -2.458
H 3.500 -0.014 -2.654
H 2.215 1.620 -1.867
H 1.471 -0.306 -3.318
H 0.525 2.471 -2.871
H -0.255 1.475 -4.092
H 1.572 1.433 -5.262
H 1.982 2.742 -4.430
H -2.346 -0.314 -1.724
H -1.765 1.065 -2.583
H -2.570 -1.737 -3.605
H -3.365 -0.231 -3.796
H -0.650 -0.350 -5.022
H -2.154 0.463 -5.610
H -2.392 -1.269 -6.775
H 2.058 -1.249 0.957
H 0.552 -2.201 0.918
H 1.684 -1.487 3.128
H 0.891 0.029 2.978
H -0.075 -2.311 4.132
H -0.878 -2.355 2.572
H -1.960 -1.182 4.338
H -1.582 2.846 1.179
H -3.186 4.610 0.661
H -5.387 4.082 -0.216
H -6.013 1.711 -0.598
H -4.412 -0.028 -0.084
H 0.406 2.654 0.203
H 1.549 1.719 1.745
H 2.817 0.629 1.257
H 2.413 3.500 0.507
H 3.493 2.488 -0.463
O -3.807 -3.131 5.408
C -4.245 -3.623 4.402
O -3.621 -4.678 3.850
C -4.162 -5.455 2.778
C -3.831 -4.839 1.434
C -5.432 -3.015 3.691
H -5.232 -5.614 2.909
H -3.692 -6.434 2.859
H -4.276 -3.849 1.329
H -4.192 -5.469 0.620
H -2.752 -4.718 1.330
H -5.082 -2.218 3.035
H -6.096 -2.594 4.441
H -6.017 -3.729 3.116
*
```

Atomic partial charges in e from the Mulliken method, atoms 1 to 5: C -1.60; C 0.35; C 0.26; F -0.34; N 0.50

---

Below is a structure of composition C29H45AsIN6O6PS2Tl, with properties calculated with ωB97M-V with the def2-TZVPD basis set.

Calculated values
Energy relative to the best compared isomer or geometry (same formula, charge and spin) ... 25.0 kJ/mol
E_HOMO ... -0.39544 Ha

```
! RIJCOSX wB97M-V def2-TZVPD def2/J DEFGRID3
* xyz 1 1
Tl 0.927 -0.148 -0.910
C 0.583 4.613 2.520
C 1.635 3.592 2.315
N 2.714 3.444 3.012
N 3.349 2.382 2.431
C 2.696 1.869 1.387
S 3.187 0.587 0.403
N 1.591 2.654 1.301
N 0.624 2.498 0.323
H 0.740 5.094 3.482
H -0.406 4.152 2.502
H 0.623 5.373 1.738
H 4.225 2.053 2.799
H 0.516 3.354 -0.208
H -0.265 2.206 0.726
S -2.549 -1.797 -3.917
C -2.684 -2.974 -2.650
C -3.474 -4.119 -2.593
C -3.413 -4.883 -1.445
C -2.594 -4.514 -0.369
C -1.809 -3.383 -0.426
C -1.848 -2.612 -1.588
N -1.132 -1.450 -1.804
C -1.397 -0.923 -2.952
C -0.779 0.345 -3.392
C -1.219 0.997 -4.544
C -0.656 2.204 -4.926
C 0.356 2.769 -4.162
C 0.803 2.119 -3.018
C 0.241 0.914 -2.630
H -4.119 -4.398 -3.414
H -4.020 -5.775 -1.370
H -2.598 -5.117 0.529
H -1.217 -3.050 0.415
H -2.018 0.568 -5.138
H -1.009 2.704 -5.818
H 0.801 3.710 -4.461
H 1.613 2.550 -2.439
N 2.735 0.170 -4.912
C 3.512 0.138 -3.821
O 3.133 -0.305 -2.744
C 4.912 0.715 -3.888
I 5.737 1.125 -5.808
H 1.788 -0.166 -4.833
H 3.073 0.512 -5.795
H 5.584 0.029 -3.384
H 4.909 1.656 -3.342
C 0.841 0.475 4.139
C -0.667 0.679 4.106
C -1.062 1.918 4.893
C -1.391 -0.542 4.657
O -1.064 0.988 2.732
P -1.297 -0.105 1.569
O -2.236 -1.179 1.919
O 0.098 -0.534 1.086
O -1.803 0.873 0.406
C -3.167 1.386 0.231
C -2.975 2.739 -0.434
C -3.901 1.530 1.555
C -3.886 0.414 -0.689
H 1.147 0.145 5.132
H 1.359 1.412 3.926
H 1.143 -0.275 3.407
H -0.709 1.837 5.921
H -2.146 2.033 4.904
H -0.617 2.810 4.450
H -1.175 -0.620 5.723
H -1.071 -1.460 4.167
H -2.467 -0.451 4.519
H -2.464 3.429 0.243
H -3.940 3.176 -0.690
H -2.389 2.630 -1.350
H -3.375 2.215 2.221
H -4.004 0.565 2.050
H -4.896 1.933 1.362
H -3.379 0.358 -1.654
H -4.912 0.745 -0.857
H -3.907 -0.579 -0.238
C 1.931 -2.871 2.044
As 2.409 -3.223 0.222
C 1.843 -4.993 -0.230
C 4.313 -3.122 0.056
O 1.703 -2.196 -0.888
H 1.943 -3.803 2.608
H 0.939 -2.423 2.042
H 2.644 -2.165 2.466
H 2.348 -5.727 0.396
H 2.081 -5.166 -1.278
H 0.765 -5.055 -0.090
H 4.789 -3.824 0.739
H 4.622 -2.105 0.294
H 4.584 -3.355 -0.972
*
```

Atomic partial charges in e from the Mulliken method, atoms 1 to 5: Tl 1.80; C -1.43; C 1.06; N -0.73; N 0.40